# 1
Density functional theory data (wB97M-V/def2-TZVPD) for a 10-piece molecular cluster, H19O10 overall in a non-equilibrium geometry.

Computed properties:
Net charge: -1
HOMO energy (eV): -6.55
Energy (Eh): -763.8635
Largest force on an atom (eV/A): 2.85

CARTESIAN COORDINATES (ANGSTROEM)
O 0.15766 -0.50845 0.54628
H 0.25566 0.03355 -0.26372
O -0.40534 1.09255 -2.49972
H -0.88634 0.46355 -3.01872
H -1.06034 1.51755 -1.94172
O 0.50166 -0.76245 3.29028
H 0.45066 -0.53145 2.34928
H 1.45166 -0.90545 3.59528
O -2.21634 -0.22545 -0.42472
H -1.34434 -0.42745 -0.04972
H -2.71134 -0.56045 0.33628
O -1.85934 2.62155 -0.72572
H -1.20134 3.30955 -0.76172
H -1.65334 2.01055 -0.01372
O -0.67034 -3.06145 1.38828
H -0.40334 -3.39945 0.57728
H -0.42334 -2.13745 1.26528
O 0.29966 -2.38245 -1.43272
H -0.01534 -1.84745 -2.15472
H 0.18966 -1.80645 -0.68472
O 2.36866 1.48755 -1.64072
H 2.93366 2.18855 -1.33272
H 1.48166 1.69555 -1.48772
O -1.12634 1.46355 1.68728
H -0.73034 0.67855 1.27028
H -0.50934 1.75855 2.32328
O 2.71066 -0.73445 0.13928
H 2.65266 -0.41945 -0.74872
H 1.76266 -0.61145 0.41328


# 2
Density functional theory data (wB97M-V/def2-TZVPD) for C20H22N2O3 in the gas phase.

Computed properties:
HOMO energy (eV): -8.94
Energy (Eh): -1110.6077
SMILES string: O=C(CCN1C(=O)[C@@H]2[C@H](C1=O)[C@H]1C=C[C@@H]2C1)NCCc1ccccc1
Largest force on an atom (eV/A): 0.60

CARTESIAN COORDINATES (ANGSTROEM)
O -0.71791 3.63339 -0.62578
C -0.73848 2.42975 -0.47873
C -2.02126 1.60714 -0.61883
C -2.36256 0.82097 0.65770
N -2.58207 -0.58822 0.38999
C -1.57053 -1.46201 0.07630
O -0.40476 -1.15504 -0.00805
C -2.17189 -2.83296 -0.11863
C -3.67340 -2.64206 0.11439
C -3.83841 -1.17427 0.43777
O -4.84712 -0.58542 0.71326
C -3.95470 -3.53785 1.35408
C -3.74270 -4.95067 0.86693
C -2.44121 -5.11416 0.66755
C -1.76072 -3.81291 1.01735
C -2.66536 -3.33218 2.15781
N 0.33989 1.68665 -0.16960
C 1.66582 2.24438 -0.06406
C 2.54253 1.84429 -1.26068
C 3.91603 2.43184 -1.11635
C 4.94989 1.69442 -0.55482
C 6.20600 2.25186 -0.39166
C 6.44210 3.55762 -0.78510
C 5.41611 4.30247 -1.34198
C 4.16179 3.74300 -1.50483
H -1.88153 0.91324 -1.45096
H -2.82950 2.28915 -0.87996
H -3.28452 1.19360 1.10779
H -1.55036 0.90432 1.38565
H -1.89453 -3.22630 -1.09731
H -4.31583 -2.91331 -0.72379
H -4.89966 -3.32105 1.84325
H -4.53937 -5.64434 0.67520
H -1.92838 -5.97184 0.27491
H -0.69005 -3.84954 1.19668
H -2.61275 -3.98227 3.02906
H -2.49045 -2.30206 2.46516
H 0.25779 0.67603 -0.13923
H 2.13167 1.89866 0.86449
H 1.55819 3.33083 -0.02685
H 2.59887 0.75457 -1.30975
H 2.06991 2.21004 -2.17435
H 4.77098 0.67351 -0.24754
H 7.00258 1.66543 0.04307
H 7.42240 3.99320 -0.65910
H 5.59473 5.32215 -1.65071
H 3.36276 4.32596 -1.93973


# 3
Density functional theory data (wB97M-V/def2-TZVPD) for C23H41IrN10O5SSeSi as an isolated structure in a non-equilibrium geometry.

Computed properties:
Net charge: +2
HOMO energy (eV): -13.81
Energy (Eh): -5017.8231
Largest force on an atom (eV/A): 1.58

CARTESIAN COORDINATES (ANGSTROEM)
Ir -0.06687 -0.00311 -0.13653
C -2.26416 0.12748 2.58694
C -0.91767 -0.08219 3.23294
C -0.57481 1.06791 4.16983
C -0.88152 -1.39400 4.00150
O 0.10154 -0.19987 2.10804
Si 1.78850 -0.14340 2.31352
S 2.22095 -0.21900 0.22956
O 2.21048 -1.46932 3.09137
C 3.25000 -2.47600 3.23678
C 3.34069 -2.78474 4.72057
C 2.80528 -3.69729 2.44963
C 4.57183 -1.94820 2.70480
O 2.15946 1.24556 2.98217
C 3.17479 2.24028 3.27108
C 4.47868 1.54736 3.61972
C 2.65212 3.04543 4.44884
C 3.33868 3.12074 2.04302
H -3.03052 0.18073 3.35911
H -2.50190 -0.71211 1.93635
H -2.28152 1.06044 2.02084
H -1.40183 1.20209 4.86715
H -0.42328 1.99149 3.63303
H 0.32476 0.85432 4.74549
H -1.57215 -1.32886 4.84168
H 0.11522 -1.59424 4.39355
H -1.18774 -2.23489 3.37747
H 2.37588 -3.12037 5.10214
H 3.64605 -1.89819 5.27703
H 4.07498 -3.57103 4.89493
H 1.86182 -4.07661 2.84536
H 3.55145 -4.48699 2.53125
H 2.68236 -3.44631 1.39379
H 4.92753 -1.11468 3.30683
H 4.47512 -1.62627 1.66499
H 5.32216 -2.73729 2.74546
H 4.32709 0.83909 4.43540
H 5.21214 2.28583 3.94231
H 4.88386 1.02040 2.75391
H 2.55326 2.41297 5.33182
H 1.67734 3.47368 4.21306
H 3.34113 3.85698 4.68109
H 3.62184 2.52120 1.17539
H 4.11910 3.86002 2.22236
H 2.41168 3.65154 1.83193
N 0.37132 0.07908 -2.20268
N 0.66453 1.37655 -2.65729
C 0.65040 2.40898 -1.78359
N 0.91547 3.61814 -2.23498
N 0.30507 2.05341 -0.54490
N 0.15856 3.03374 0.44427
O 0.50332 4.17889 0.21943
O -0.35746 2.64410 1.44632
H 1.20663 -0.50320 -2.29874
H -0.39151 -0.28798 -2.76893
H 0.90708 1.50173 -3.62808
H 1.13702 3.78890 -3.20269
H 0.96552 4.37294 -1.56240
Se -3.28414 -1.44724 -0.55432
N -2.27936 0.04677 -0.78530
C -3.13252 1.07881 -0.78710
C -2.81850 2.45563 -0.99689
C -3.81645 3.37321 -0.96494
C -5.18537 3.01887 -0.72319
C -5.54442 1.73056 -0.55118
C -4.52640 0.72288 -0.59260
N -4.78160 -0.56108 -0.45796
H -1.80639 2.75687 -1.19631
H -3.57635 4.41539 -1.13131
H -5.93070 3.80138 -0.69509
H -6.56939 1.42994 -0.38576
N -1.20685 -4.74831 -2.49422
C -0.82055 -4.10761 -1.37561
C -0.63649 -2.71559 -1.33651
N -0.28806 -2.09196 -0.20659
C -0.09249 -2.83657 0.88778
C -0.27302 -4.21364 0.82040
N -0.63384 -4.84490 -0.27789
H -1.35150 -4.27753 -3.36784
H -1.31154 -5.74880 -2.45840
H -0.78751 -2.12975 -2.23168
H 0.21126 -2.34596 1.79065
H -0.11515 -4.82522 1.69990


# 4
Density functional theory data (wB97M-V/def2-TZVPD) for C11H38NO11Zr as an isolated structure in a non-equilibrium geometry.

Computed properties:
Net charge: +2
Spin multiplicity: 2
HOMO energy (alpha / beta) (eV): -12.22 / -12.22
Energy (Eh): -1370.5060
Largest force on an atom (eV/A): 8.11

CARTESIAN COORDINATES (ANGSTROEM)
Zr 0.39680 4.57686 0.01991
C 1.00655 1.06552 0.38448
O 0.40823 2.37044 0.30035
H 2.07981 1.25558 0.39453
H 0.63860 0.66568 1.32939
H 0.79692 0.49330 -0.51923
C -3.71239 -3.06664 6.68089
C -3.10754 -3.21045 5.28405
C -2.79190 -1.88680 4.60545
O -2.42899 -2.07516 3.26923
C -1.93600 -0.91850 2.51483
N -1.91374 -3.99632 5.32258
H -3.12092 -2.54606 7.43406
H -3.95582 -4.02408 7.14149
H -4.68477 -2.57443 6.69784
H -3.81655 -3.70617 4.62097
H -2.02441 -1.28721 5.09489
H -3.73757 -1.34980 4.67926
H -1.88995 -1.18728 1.45950
H -0.89792 -0.67734 2.74362
H -2.55187 -0.04567 2.73156
H -1.74787 -4.12190 4.33424
H -1.21705 -3.31280 5.58245
C -2.85991 0.48720 -2.96535
C -3.20011 -0.15054 -1.59891
O -2.38994 0.55457 -0.54907
O -1.57178 0.56758 -3.13806
H -3.47742 1.36620 -3.15011
H -3.09070 -0.39303 -3.56538
H -2.84575 -1.18124 -1.61252
H -4.25223 0.07842 -1.42936
H -1.47308 0.60053 -0.82989
H -1.22618 -0.32224 -3.24007
C 5.11065 0.69463 -1.79367
C 4.07364 1.60920 -2.56512
O 4.67643 1.93292 -3.77947
O 5.34311 -0.51204 -2.52655
H 4.55283 0.38410 -0.91021
H 5.91660 1.34678 -1.45717
H 3.96766 2.54846 -2.02230
H 3.17248 1.09952 -2.90607
H 4.14346 2.60396 -4.21221
H 5.72357 -0.25768 -3.37045
C 1.33574 -1.19774 -2.99241
C 2.55108 -2.04835 -2.76596
O 2.12484 -3.42583 -2.41666
O 0.87472 -1.11971 -4.30138
H 1.44611 -0.26762 -2.43492
H 0.45631 -1.57775 -2.47253
H 3.10939 -1.77854 -1.86954
H 3.32880 -2.05061 -3.52967
H 1.27570 -3.64106 -2.80938
H 1.48429 -0.67858 -4.89755
O 0.59480 4.33478 2.29108
H -0.11344 4.20139 2.92103
H 1.38747 4.08114 2.76390
O -1.28655 3.55857 -1.59534
H -2.08173 4.02785 -1.84771
H -1.40038 2.68055 -1.95914
O 1.38729 3.85057 -1.87187
H 2.21691 4.28055 -2.07941
H 1.22372 3.27231 -2.61692


# 5
Density functional theory data (wB97M-V/def2-TZVPD) for an isolated ion of composition C26H35N4O4 and charge +1.

Computed properties:
Net charge: +1
HOMO energy (eV): -11.01
Energy (Eh): -1531.5855
SMILES string: CCOC(=O)Nc1ccc2c(c1)N(C(=O)CC[NH+]1CCN(CCO)CC1)c1ccccc1CC2
Largest force on an atom (eV/A): 0.82

CARTESIAN COORDINATES (ANGSTROEM)
C 1.75574 0.03725 -5.48902
C 2.94843 0.54602 -4.69420
O 2.63992 1.76422 -4.00863
C 2.02550 1.66395 -2.82791
O 1.76805 0.62501 -2.25976
N 1.75943 2.91542 -2.34827
C 1.20957 3.18611 -1.09536
C 1.51632 4.35282 -0.39855
C 0.98793 4.55202 0.85929
C 0.19839 3.59947 1.50901
C -0.08743 2.43548 0.80189
C 0.34920 2.27616 -0.50813
N -0.85494 1.35534 1.31809
C -0.43238 0.09181 1.27155
O -1.18956 -0.86038 1.51040
C 1.04639 -0.14959 0.97177
C 1.50174 -1.52199 1.47385
N 0.60059 -2.58367 0.97541
C 0.66998 -3.83967 1.74177
C -0.45653 -4.77208 1.25860
N -0.40185 -5.04874 -0.15368
C 0.53855 -6.07457 -0.56447
C 0.25143 -6.53587 -2.00202
O 0.82854 -5.69433 -2.97608
C -0.36602 -3.81947 -0.91096
C 0.75767 -2.87272 -0.46348
C -2.17456 1.67082 1.77540
C -3.29539 1.26799 1.07236
C -4.54856 1.61413 1.54842
C -4.66674 2.35912 2.70918
C -3.53659 2.75537 3.40462
C -2.27341 2.41020 2.94965
C -1.01308 2.81603 3.65458
C -0.28622 3.93055 2.89590
H 0.93623 -0.21442 -4.81995
H 1.41923 0.79739 -6.18914
H 2.04216 -0.85129 -6.04335
H 3.26957 -0.20048 -3.96077
H 3.77994 0.80166 -5.35260
H 2.15516 3.68357 -2.87197
H 2.15722 5.09842 -0.84271
H 1.21388 5.46927 1.38185
H 0.01870 1.42194 -1.07258
H 1.23790 -0.06073 -0.09953
H 1.64173 0.62334 1.45972
H 1.46418 -1.54352 2.56628
H 2.52840 -1.72187 1.15633
H -0.36622 -2.12016 1.15174
H 0.54070 -3.62411 2.80316
H 1.64990 -4.30041 1.59016
H -0.41662 -5.70793 1.81665
H -1.41755 -4.29035 1.47002
H 0.40047 -6.92571 0.10444
H 1.59335 -5.75537 -0.49938
H 0.59773 -7.56638 -2.12873
H -0.82670 -6.50695 -2.17150
H 1.76196 -5.90897 -3.07502
H -0.23850 -4.05340 -1.96706
H -1.32859 -3.31489 -0.77845
H 0.71410 -1.94851 -1.03836
H 1.73623 -3.33341 -0.62188
H -3.18753 0.69054 0.16740
H -5.43013 1.30460 1.00947
H -5.64388 2.63155 3.07661
H -3.63459 3.33081 4.31290
H -1.25372 3.18069 4.65374
H -0.35158 1.95198 3.76286
H 0.57221 4.25744 3.48889
H -0.96102 4.78861 2.81316


# 6
Density functional theory data (wB97M-V/def2-TZVPD) for C2HFN2O in the gas phase in a non-equilibrium geometry.

Computed properties:
HOMO energy (eV): -10.84
Energy (Eh): -361.3486
SMILES string: Fc1cnno1
Largest force on an atom (eV/A): 2.13

CARTESIAN COORDINATES (ANGSTROEM)
F 2.05286 -0.34645 -0.03476
C 0.73588 -0.16944 -0.00628
C -0.15906 0.83512 -0.01140
N -1.40760 0.19790 -0.02390
N -1.29097 -1.04825 -0.04019
O 0.06671 -1.35153 0.02864
H 0.00219 1.88266 0.08789